[1]
C2H4ClN2P | wB97M-V/def2-TZVPD

```
10
Properties=species:S:1:pos:R:3:forces:R:3:nbo_charge:R:1
Cl -2.70019 -2.42212 -0.23177 -1.2 -0.2 -0.7 -0.302
P -1.12917 -1.57154 0.66208 0.5 -0.1 1.5 1.118
N -0.97529 0.02793 0.16633 -1.2 0.4 0.2 -0.746
N 0.07918 -2.14108 -0.36777 -0.8 -2.0 -1.1 -0.719
C 1.18212 -1.61078 -0.19084 2.0 1.1 -1.7 -0.003
C -1.93399 0.78963 -0.15738 -0.5 -1.9 -0.4 -0.009
H -2.98240 0.42538 -0.39208 1.1 0.5 0.5 0.169
H -1.64072 1.78157 -0.29981 -0.2 1.8 -0.4 0.173
H 2.04250 -1.67697 -0.91561 -0.8 -0.7 0.8 0.172
H 1.22067 -0.80931 0.48851 1.0 1.1 1.3 0.147
```
Forces are in eV/Å.

Its gap between HOMO and LUMO is 9.57 eV. The calculation puts the total energy at -26929.373 eV.

[2]
C2H4ClN3 | wB97M-V/def2-TZVPD

```
10
Properties=species:S:1:pos:R:3:forces:R:3:nbo_charge:R:1
Cl 1.64716 -1.37465 -1.22409 0.7 -1.2 -0.5 -0.009
N 0.40113 -0.13283 0.78855 1.3 1.0 0.5 -0.636
N -0.15069 0.40985 -1.38473 1.7 0.9 -2.6 -0.143
N -1.21404 0.21750 -0.87461 -1.4 -0.7 1.6 -0.079
C -1.00256 -0.16934 0.57051 -2.4 -0.9 -0.3 -0.157
C 0.97629 0.05886 -0.53018 -0.2 0.5 1.5 0.010
H -1.59426 -1.15401 0.76572 1.4 1.5 -0.3 0.209
H 0.74311 0.68923 1.33702 -0.9 -1.2 -0.3 0.383
H 1.75808 0.81859 -0.47191 -0.2 -0.1 -0.4 0.213
H -1.56422 0.63678 1.02372 0.0 0.0 0.9 0.209
```
Forces are in eV/Å.

Its gap between HOMO and LUMO is 10.45 eV. The calculation puts the total energy at -19129.894 eV. Its SMILES is Cl[C@H]1N=NCN1.

[3]
C2H4ClN4 | wB97M-V/def2-TZVPD

```
11
Properties=species:S:1:pos:R:3:forces:R:3:nbo_charge:R:1
Cl 2.17200 0.01435 0.68317 -0.7 -0.4 -1.0 0.237
N -1.17665 0.73931 0.76921 -0.4 2.0 -0.7 -0.025
N 0.83474 -0.01568 -0.54072 -1.2 0.8 2.2 -0.263
N 0.16501 -1.26617 -0.53425 0.4 -1.9 0.3 -0.223
N -1.38542 -0.42946 1.00379 -1.9 -0.9 2.9 -0.133
C -0.19349 1.19354 -0.09678 4.9 0.5 -0.6 -0.129
C -0.75934 -1.45897 0.35509 2.8 2.6 -3.2 0.260
H -0.37864 1.72940 -1.06013 -0.9 -0.4 1.1 0.283
H 1.27271 0.12377 -1.44836 0.1 -0.2 -0.1 0.459
H -1.20196 -2.39356 0.37398 -0.8 -1.8 0.2 0.245
H 0.65104 1.76348 0.49502 -2.4 -0.4 -0.9 0.288
```
Forces are in eV/Å.

Its gap between HOMO and LUMO is 7.68 eV. The calculation puts the total energy at -20608.670 eV. The total charge is +1. Its SMILES is Cl[N@@H+]1CN=NC=N1.

[4]
C2H4ClNO2 | wB97M-V/def2-TZVPD

```
10
Properties=species:S:1:pos:R:3:forces:R:3:nbo_charge:R:1
Cl -0.88175 -0.55706 1.94622 -0.4 0.3 0.1 -0.021
O -1.94329 1.30476 -0.14764 -0.7 0.7 -0.1 -0.549
O -0.10407 1.37294 -1.34149 2.2 1.2 -1.5 -0.639
N 1.10541 -0.55453 0.19328 0.0 1.2 -0.2 -0.877
C -0.84981 0.91824 -0.41331 -1.9 -2.0 2.2 0.733
C -0.33730 -0.35503 0.27444 0.3 -4.5 -1.5 -0.160
H 1.40897 -1.47726 -0.02527 -0.2 -0.6 -0.3 0.384
H 0.80576 1.06967 -1.14338 0.0 -0.3 -0.4 0.511
H -0.81882 -1.42451 -0.37246 1.1 3.7 1.7 0.236
H 1.61490 -0.29722 1.02962 -0.3 0.3 0.1 0.382
```
Forces are in eV/Å.

Its gap between HOMO and LUMO is 10.53 eV. The calculation puts the total energy at -20245.829 eV.

[5]
C2H4ClNO2 | wB97M-V/def2-TZVPD

```
10
Properties=species:S:1:pos:R:3:forces:R:3:nbo_charge:R:1
Cl 0.22511 -0.91990 -1.44629 0.9 -0.3 -1.3 0.045
O 1.41625 1.35370 0.96192 -1.2 1.0 -2.0 -0.299
O 0.63402 2.22485 -0.85263 -2.0 2.4 -0.2 -0.550
N 1.42624 1.34879 -0.23301 2.7 -1.9 0.4 0.334
C -0.87212 -0.94824 -0.19873 -4.1 0.2 0.5 -0.270
C -0.66207 -1.43144 0.99468 2.3 -0.7 1.5 -0.399
H 0.37335 -1.75043 1.18994 -0.4 0.0 0.1 0.198
H 0.70192 2.30038 -1.86052 0.7 -1.2 2.1 0.506
H -1.30257 -1.51740 1.87740 -0.3 0.3 -0.9 0.224
H -1.94011 -0.66031 -0.43276 1.5 0.0 -0.2 0.212
```
Forces are in eV/Å.

Its gap between HOMO and LUMO is 10.19 eV. The calculation puts the total energy at -20242.165 eV. Its SMILES is C=CCl.O=NO.

[6]
C2H4ClNO3 | wB97M-V/def2-TZVPD

```
11
Properties=species:S:1:pos:R:3:forces:R:3:nbo_charge:R:1
Cl -1.34094 -1.12184 -0.67565 0.0 0.0 0.5 -0.166
O -2.30625 3.15972 0.19733 1.0 0.4 -0.2 -0.543
O -0.26298 3.34913 -0.81422 4.5 0.6 -2.2 -0.481
O 1.34998 -1.66649 -0.79778 2.7 -0.5 -2.0 -0.874
N 0.25030 -0.67760 1.31057 -1.9 -2.1 0.1 -0.827
C 0.14420 -0.35897 0.03660 -1.1 2.1 -0.3 0.107
C -1.24963 3.28695 -0.29918 -5.5 -1.0 2.4 1.023
H 1.79354 -1.66662 -1.70691 -1.2 -0.1 1.8 0.506
H 1.09879 -0.38045 1.71129 0.8 0.3 0.9 0.403
H 0.80571 -2.43848 -0.70759 -0.3 -1.0 -0.4 0.484
H -0.28270 -1.48535 1.74555 1.0 1.2 -0.5 0.368
```
Forces are in eV/Å.

Its gap between HOMO and LUMO is 8.82 eV. The calculation puts the total energy at -22291.914 eV.

Ordered largest force on an atom results: 2.89, 3.21, 5.02, 4.79, 4.17, 6.05; unit eV/Å.
Ordered energy relative to the best compared isomer or geometry (same formula, charge and spin) results: 25.9, 0.0, 143.6, 9.1, 93.6, 61.2; unit kcal per mole.
Ordered lowest unoccupied orbital energy results: 0.0206, 0.0258, -0.2529, 0.0128, 0.0209, 0.0217; unit hartree.